No. 1
{
  "formula": "C21H33Br2N3OPdSSi",
  "method": "wB97M-V/def2-TZVPD",
  "multiplicity": 5,
  "s2": 6.04,
  "e_homo_ha": [-0.4974, -0.5255],
  "charge": 2,
  "energy_ev": -191091.55228,
  "species": ["Pd", "N", "C", "C", "C", "C", "C", "C", "C", "C", "C", "C", "C", "C", "H", "H", "H", "H", "H", "H", "H", "H", "H", "H", "Br", "C", "Br", "H", "H", "C", "N", "C", "C", "S", "N", "C", "C", "H", "H", "H", "H", "H", "H", "H", "H", "H", "H", "H", "H", "C", "Si", "C", "C", "O", "H", "H", "H", "H", "H", "H", "H", "H", "H"],
  "coordinates": [[0.9585, 0.2602, -0.7204], [-0.5635, 0.9759, -2.0997], [-1.8567, 0.3637, -2.0736], [-2.4468, -0.1025, -3.2346], [-3.7335, -0.6244, -3.1891], [-4.4332, -0.6571, -1.9919], [-3.8315, -0.1939, -0.8313], [-2.5239, 0.2920, -0.8514], [-1.8691, 0.6484, 0.4256], [-2.4226, 1.5192, 1.3515], [-1.8281, 1.6610, 2.6001], [-0.6907, 0.9232, 2.9703], [-0.1393, 0.0327, 2.0784], [-0.6326, 0.0237, 0.7580], [-0.2244, 1.0933, -3.0466], [-0.6056, 1.9007, -1.6818], [-1.9214, -0.0388, -4.1807], [-4.1923, -0.9848, -4.1009], [-5.4441, -1.0428, -1.9589], [-4.3629, -0.2328, 0.1133], [-3.3310, 2.0620, 1.1179], [-2.2827, 2.3246, 3.3260], [-0.2753, 1.0443, 3.9632], [0.7042, -0.5874, 2.3490], [3.1191, 0.2762, -2.6670], [4.4532, -0.1010, -1.3175], [3.8647, 0.3515, 0.4537], [5.3263, 0.4945, -1.5441], [4.6479, -1.1635, -1.3476], [-1.4704, -3.1778, -1.4480], [-0.9848, -3.1697, -0.0658], [-2.0311, -3.2307, 0.9559], [0.3114, -2.9824, 0.2352], [1.3876, -2.1506, -0.8398], [0.7942, -3.4918, 1.3837], [0.2666, -4.7280, 1.9782], [2.0974, -3.0975, 1.9303], [-2.2638, -3.9232, -1.5181], [-0.6650, -3.4456, -2.1201], [-1.8767, -2.2083, -1.7303], [-2.8247, -2.5460, 0.6518], [-1.6306, -2.9080, 1.9129], [-2.4579, -4.2290, 1.0547], [-0.4023, -5.2196, 1.2820], [-0.2500, -4.5408, 2.9195], [1.1103, -5.3919, 2.1643], [2.2944, -2.0518, 1.7349], [2.8990, -3.6843, 1.4799], [2.0796, -3.2832, 3.0038], [1.9064, 3.8918, 1.7542], [2.0123, 3.7583, -0.1843], [0.9541, 5.2401, -0.7395], [3.7397, 3.8131, -0.8096], [1.1172, 2.4294, -0.4450], [2.4900, 4.7977, 1.9362], [2.3901, 3.0004, 2.1524], [0.8741, 3.9870, 2.0764], [1.3732, 6.1208, -0.2483], [-0.0867, 5.0895, -0.4598], [1.0657, 5.3173, -1.8239], [3.9749, 4.8160, -1.1765], [3.8777, 3.1134, -1.6367], [4.4654, 3.5672, -0.0304]],
  "forces_ev_per_a": [[0.143, -0.288, 0.251], [-0.228, 0.191, -0.167], [0.140, -0.035, -0.025], [-0.141, -0.004, -0.055], [0.092, 0.025, -0.117], [-0.039, 0.021, 0.137], [-0.076, -0.028, -0.046], [-0.222, -0.024, 0.274], [0.278, -0.232, -0.098], [-0.061, 0.046, -0.024], [-0.055, 0.066, 0.047], [0.052, -0.023, 0.047], [-0.102, 0.053, -0.152], [-0.061, 0.154, -0.009], [0.027, -0.121, -0.140], [-0.010, 0.187, -0.022], [0.013, 0.007, 0.030], [0.000, 0.011, 0.039], [0.046, 0.012, -0.011], [0.006, -0.014, -0.047], [0.019, -0.017, -0.024], [0.016, -0.020, -0.010], [0.005, -0.021, -0.031], [0.061, -0.015, 0.070], [-0.036, 0.063, 0.017], [0.002, -0.046, -0.038], [-0.037, 0.050, 0.148], [0.053, 0.006, -0.028], [0.026, -0.050, 0.002], [-0.019, 0.018, 0.192], [0.259, 0.076, -0.024], [0.090, -0.015, -0.067], [-0.033, -0.231, 0.464], [-0.082, -0.026, -0.138], [-0.053, 0.123, -0.216], [0.004, 0.073, -0.078], [-0.139, -0.146, -0.111], [0.050, 0.006, -0.001], [0.048, -0.012, -0.072], [-0.004, 0.025, 0.010], [-0.003, -0.007, 0.021], [-0.036, 0.003, 0.027], [0.018, -0.009, -0.003], [-0.060, -0.035, -0.034], [0.008, 0.008, -0.007], [-0.015, 0.010, 0.025], [0.021, 0.134, -0.015], [0.005, -0.034, 0.021], [0.001, 0.039, -0.033], [0.129, -0.376, -0.167], [-0.715, 0.745, -0.062], [0.504, -0.466, 0.005], [0.334, -0.091, 0.009], [0.114, -0.196, 0.174], [-0.039, -0.042, 0.053], [-0.029, 0.124, 0.137], [0.040, 0.021, -0.003], [-0.138, 0.062, -0.135], [0.024, 0.100, -0.019], [-0.125, 0.174, 0.073], [-0.039, -0.043, 0.024], [0.000, 0.043, -0.005], [-0.026, -0.013, -0.061]]
}

***

No. 2
{
  "formula": "C43H66ClN4O4Y",
  "method": "wB97M-V/def2-TZVPD",
  "e_homo_ha": -0.2624,
  "energy_ev": -73386.30703,
  "species": ["Y", "C", "N", "C", "C", "C", "N", "C", "C", "C", "C", "C", "C", "C", "O", "C", "C", "C", "C", "C", "C", "C", "C", "C", "C", "C", "C", "C", "C", "C", "O", "C", "C", "C", "C", "C", "C", "C", "C", "H", "H", "H", "H", "H", "H", "H", "H", "H", "H", "H", "H", "H", "H", "H", "H", "H", "H", "H", "H", "H", "H", "H", "H", "H", "H", "H", "H", "H", "H", "H", "H", "H", "H", "H", "H", "H", "H", "H", "H", "H", "H", "H", "H", "H", "H", "H", "H", "H", "H", "H", "H", "H", "H", "N", "C", "C", "N", "H", "H", "H", "H", "H", "H", "H", "H", "Cl", "C", "C", "C", "C", "O", "C", "C", "O", "C", "H", "H", "H", "H"],
  "coordinates": [[0.0671, -0.0897, 1.7616], [-0.1327, -3.0664, 3.8092], [-1.0230, -2.4491, 2.8221], [-2.2875, -2.1286, 3.5047], [-1.2961, -3.4165, 1.7333], [-1.4379, -2.7585, 0.3711], [-0.2561, -1.9584, 0.0261], [0.9488, -2.8378, 0.0697], [2.1754, -2.2654, -0.5624], [2.7617, -2.8892, -1.6561], [3.9137, -2.3864, -2.2355], [4.4399, -1.2224, -1.6753], [3.8921, -0.5629, -0.5837], [2.7234, -1.1068, 0.0083], [2.1311, -0.5926, 1.0788], [4.5273, 0.7147, -0.0391], [5.0149, 0.4626, 1.3951], [5.7421, 1.1729, -0.8491], [3.4932, 1.8520, -0.0900], [4.6107, -3.0360, -3.4295], [3.8820, -4.2930, -3.9039], [4.6659, -2.0450, -4.6004], [6.0411, -3.4304, -3.0370], [-0.4039, -1.3889, -1.3337], [-1.4607, -0.3364, -1.5011], [-2.5658, -0.5788, -2.2898], [-3.5080, 0.4134, -2.5509], [-3.2622, 1.6620, -2.0025], [-2.1660, 1.9671, -1.1868], [-1.2509, 0.9318, -0.9053], [-0.2277, 1.0584, -0.0699], [-1.9954, 3.4319, -0.7469], [-3.3522, 4.0839, -0.4355], [-1.1266, 3.6367, 0.4996], [-1.3355, 4.1918, -1.9079], [-4.7268, 0.1024, -3.4183], [-5.5491, -1.0148, -2.7611], [-4.2680, -0.3619, -4.8074], [-5.6353, 1.3181, -3.6000], [-0.5277, -4.0305, 4.1568], [-0.0500, -2.4130, 4.6776], [0.8583, -3.2293, 3.3832], [-2.6526, -3.0057, 4.0559], [-3.0366, -1.8425, 2.7727], [-2.1366, -1.2994, 4.1928], [-2.2068, -3.9823, 1.9620], [-0.4875, -4.1458, 1.7062], [-2.3108, -2.1080, 0.3381], [-1.5849, -3.5511, -0.3798], [0.7072, -3.7980, -0.4094], [1.1661, -3.0375, 1.1227], [2.2894, -3.7815, -2.0499], [5.3355, -0.8111, -2.1210], [5.8442, -0.2478, 1.3860], [4.2250, 0.0474, 2.0166], [5.3705, 1.3922, 1.8505], [6.5628, 0.4539, -0.8032], [6.1063, 2.1164, -0.4354], [5.4893, 1.3458, -1.8965], [2.5309, 1.5184, 0.2903], [3.3403, 2.1688, -1.1242], [3.8466, 2.7191, 0.4778], [2.8634, -4.0697, -4.2275], [3.8352, -5.0518, -3.1200], [4.4138, -4.7254, -4.7537], [3.6595, -1.7502, -4.9035], [5.1662, -2.4979, -5.4600], [5.2125, -1.1398, -4.3326], [6.0322, -4.1437, -2.2107], [6.6228, -2.5624, -2.7236], [6.5555, -3.8913, -3.8841], [-0.5870, -2.2091, -2.0438], [0.5575, -0.9459, -1.5908], [-2.6818, -1.5702, -2.7183], [-3.9604, 2.4558, -2.2225], [-3.8870, 3.5260, 0.3374], [-4.0010, 4.1645, -1.3069], [-3.1913, 5.0981, -0.0637], [-1.5003, 3.0570, 1.3478], [-1.1562, 4.6943, 0.7768], [-0.0982, 3.3473, 0.3085], [-1.9503, 4.1319, -2.8081], [-0.3591, 3.7602, -2.1372], [-1.1970, 5.2460, -1.6522], [-4.9565, -1.9219, -2.6329], [-6.4190, -1.2644, -3.3740], [-5.9024, -0.7028, -1.7758], [-3.6479, -1.2571, -4.7461], [-3.6819, 0.4173, -5.2981], [-5.1303, -0.5935, -5.4379], [-6.0148, 1.6860, -2.6443], [-6.4945, 1.0435, -4.2153], [-5.1153, 2.1374, -4.1004], [1.1477, 2.1410, 2.4058], [2.2487, 2.0470, 3.3720], [1.9686, 0.9772, 4.4147], [1.7090, -0.3132, 3.7602], [1.4416, 2.6634, 1.5888], [0.3508, 2.6282, 2.8024], [2.4368, 2.9958, 3.8847], [3.1471, 1.7915, 2.8104], [1.0775, 1.2466, 4.9835], [2.8175, 0.9315, 5.1049], [1.5925, -1.0396, 4.4550], [2.4906, -0.5790, 3.1637], [-5.7532, 4.1557, 4.5554], [-4.3737, 3.1390, 4.2531], [-3.3053, 3.1388, 5.1628], [-2.2045, 2.3510, 4.9522], [-2.0884, 1.5183, 3.8040], [-1.0277, 0.8171, 3.6110], [-3.1981, 1.5269, 2.9069], [-3.2222, 0.6888, 1.7422], [-2.3282, -0.0768, 1.3874], [-4.3225, 2.3395, 3.1480], [-3.3621, 3.7724, 6.0388], [-1.3847, 2.3517, 5.6597], [-4.1397, 0.7312, 1.1320], [-5.1467, 2.3259, 2.4441]],
  "forces_ev_per_a": [[-0.086, -0.120, -0.138], [-0.002, 0.008, 0.028], [-0.011, -0.027, 0.003], [0.008, 0.007, -0.017], [0.014, 0.003, 0.012], [-0.013, 0.000, -0.013], [0.076, -0.033, 0.027], [-0.097, 0.011, 0.021], [0.069, 0.041, 0.052], [-0.009, 0.004, -0.024], [-0.012, -0.013, -0.017], [0.025, 0.018, 0.020], [-0.002, 0.021, -0.060], [-0.018, -0.113, 0.016], [0.112, -0.023, 0.043], [-0.027, 0.023, 0.043], [0.018, 0.014, 0.040], [0.023, 0.016, 0.006], [-0.020, -0.042, -0.060], [-0.005, 0.007, -0.007], [-0.004, -0.018, -0.006], [-0.006, 0.007, 0.002], [0.016, -0.006, -0.005], [0.044, 0.048, -0.072], [-0.053, 0.051, -0.012], [0.036, -0.020, 0.009], [-0.046, -0.029, -0.017], [0.013, 0.014, 0.000], [-0.015, -0.049, -0.008], [-0.005, -0.016, 0.084], [-0.009, 0.088, -0.004], [0.003, 0.022, -0.022], [-0.020, 0.025, 0.003], [0.003, -0.015, 0.031], [-0.008, -0.015, -0.012], [0.004, 0.009, 0.004], [-0.003, -0.008, 0.010], [-0.001, -0.004, -0.011], [-0.009, 0.012, -0.001], [0.004, 0.002, -0.007], [0.013, 0.016, -0.005], [0.007, 0.004, 0.005], [-0.002, 0.005, 0.005], [0.003, -0.002, 0.015], [-0.005, 0.005, 0.008], [-0.005, 0.002, -0.029], [0.006, 0.004, 0.003], [0.005, 0.004, -0.001], [0.002, -0.013, 0.013], [0.002, 0.014, -0.022], [-0.001, -0.023, -0.011], [-0.005, -0.002, 0.013], [-0.007, 0.006, -0.003], [-0.002, -0.006, 0.007], [-0.022, -0.006, -0.022], [0.020, -0.009, -0.016], [-0.014, -0.009, -0.009], [0.007, -0.006, -0.001], [-0.007, 0.016, 0.003], [0.025, 0.033, 0.016], [0.005, -0.005, 0.004], [-0.001, 0.004, 0.003], [0.001, 0.006, 0.001], [0.005, 0.004, 0.004], [0.000, 0.003, -0.001], [-0.001, -0.002, 0.001], [0.001, -0.002, 0.001], [0.001, 0.001, -0.002], [-0.007, -0.001, 0.003], [-0.001, 0.003, 0.001], [-0.002, -0.001, -0.001], [-0.014, -0.004, 0.000], [0.007, 0.001, 0.010], [-0.005, 0.004, -0.005], [0.010, -0.007, -0.003], [0.005, -0.004, 0.003], [0.012, 0.004, 0.001], [0.005, 0.000, 0.003], [-0.001, 0.002, -0.016], [0.007, -0.003, -0.002], [-0.010, 0.004, -0.019], [0.002, 0.005, 0.000], [0.003, 0.000, 0.002], [-0.004, 0.004, 0.004], [0.000, -0.001, 0.000], [0.001, 0.003, -0.005], [0.001, 0.003, 0.001], [0.001, 0.000, 0.004], [0.000, 0.002, 0.000], [-0.002, 0.002, 0.002], [0.003, -0.006, 0.004], [0.003, -0.002, -0.003], [-0.001, -0.001, -0.002], [0.024, -0.024, -0.026], [-0.063, -0.007, 0.044], [0.023, 0.050, -0.030], [0.020, 0.039, 0.017], [-0.024, -0.033, -0.019], [0.037, 0.024, 0.055], [0.021, -0.001, -0.018], [0.001, -0.017, 0.032], [-0.001, -0.027, 0.002], [-0.004, 0.002, -0.002], [-0.033, 0.016, 0.024], [0.005, 0.003, -0.003], [-0.005, 0.001, -0.004], [-0.007, -0.012, -0.013], [0.015, 0.002, 0.006], [-0.018, 0.002, 0.008], [-0.026, -0.002, -0.010], [0.001, 0.018, -0.021], [0.007, -0.027, -0.017], [0.015, 0.011, 0.018], [-0.018, 0.016, 0.041], [0.004, 0.022, 0.016], [-0.002, 0.001, 0.000], [0.003, -0.002, -0.002], [-0.004, 0.002, 0.001], [0.000, -0.002, -0.002]]
}

***

No. 3
{
  "formula": "C3H6O2S",
  "method": "wB97M-V/def2-TZVPD",
  "e_homo_ha": -0.3360,
  "energy_ev": -18133.70799,
  "species": ["C", "C", "C", "H", "H", "H", "H", "H", "H", "O", "O", "S"],
  "coordinates": [[-0.3282, -0.7969, -0.4661], [-0.2964, 0.6165, -0.5773], [0.5754, -0.0292, 0.3750], [-2.0125, -0.3383, 0.4246], [-0.1543, -1.5037, -1.3444], [0.3559, 1.2348, -1.4741], [-0.8697, 1.5403, 1.1495], [0.2986, 0.1719, 1.4343], [3.0053, -1.0834, 0.5230], [-1.4912, -1.2048, 0.1002], [-1.3898, 1.3058, -0.0490], [2.3069, 0.0869, -0.0958]],
  "forces_ev_per_a": [[-1.858, -3.581, -2.381], [2.135, 5.627, -4.028], [3.067, -0.494, 1.915], [1.570, -2.580, -1.223], [0.872, 1.164, 1.434], [-2.317, -1.804, 2.310], [-2.846, -0.549, -5.178], [0.293, -0.577, -0.574], [-1.742, 1.969, -0.978], [-3.107, 1.078, 2.171], [2.572, 1.310, 5.410], [1.361, -1.565, 1.123]]
}

***

No. 4
{
  "formula": "C5H10O",
  "method": "wB97M-V/def2-TZVPD",
  "e_homo_ha": -0.3466,
  "energy_ev": -7393.17424,
  "species": ["C", "O", "C", "C", "C", "C", "H", "H", "H", "H", "H", "H", "H", "H", "H", "H"],
  "coordinates": [[-1.8260, -0.9742, 0.3385], [-1.1329, 0.1355, 0.8888], [-0.5098, 0.8853, -0.1146], [0.7555, 1.6689, 0.1291], [0.7990, 0.3943, -0.6713], [1.3953, -0.8014, 0.0329], [-2.3193, -1.5003, 1.1603], [-1.1511, -1.6777, -0.1707], [-2.5926, -0.6587, -0.3861], [-1.2295, 1.3337, -0.8023], [1.2626, 1.6521, 1.0913], [0.8676, 2.6125, -0.4034], [0.9499, 0.4745, -1.7458], [1.1066, -1.7354, -0.4588], [1.0045, -0.8275, 1.0551], [2.4873, -0.7546, 0.0846]],
  "forces_ev_per_a": [[-0.118, -0.122, -0.030], [0.062, 0.152, 0.034], [-0.004, 0.098, -0.254], [-0.065, 0.103, 0.094], [0.037, -0.144, -0.128], [0.030, -0.111, -0.002], [0.102, 0.162, -0.079], [-0.050, 0.214, 0.111], [0.133, 0.054, 0.139], [0.160, -0.046, 0.020], [-0.322, -0.099, -0.048], [-0.177, -0.197, 0.152], [0.022, -0.050, 0.172], [0.139, 0.064, 0.043], [0.169, -0.095, -0.137], [-0.117, 0.018, -0.086]]
}